No. 1
# C5H9Br3O2S

A molecular structure, C5H9Br3O2S in a non-equilibrium geometry (the ωB97M-V functional and the def2-TZVPD basis, OMol25).

The geometry in ORCA input format:
```
! RIJCOSX wB97M-V def2-TZVPD def2/J DEFGRID3
* xyz 0 1
C 1.89507 0.16755 -3.48379
Br 1.16771 -1.52733 -4.16943
Br 2.33237 1.51702 -4.86165
Br 3.41563 -0.01941 -2.24724
H 1.11020 0.73300 -2.98145
C -1.18201 1.03943 1.64555
C -1.05797 -0.17450 2.46369
C 0.00625 -1.07534 1.80361
S -0.21880 -0.95763 -0.07964
O -1.29694 -1.84443 -0.47419
O 1.12809 -0.96106 -0.79466
C -0.89983 0.82745 0.14368
H -0.49334 1.80765 1.99722
H -2.21419 1.38968 1.65044
H -2.08226 -0.53191 2.56946
H -0.73548 -0.08235 3.50081
H 0.16402 -2.11901 2.07560
H 0.97354 -0.59705 1.95754
H -1.83071 0.88869 -0.42007
H -0.18135 1.51957 -0.29548
*
```

The total energy is -8466.5549 a.u. The calculation puts the largest force on an atom at 4.487 eV/Å. The LUMO energy is 0.048 eV. As for the HOMO energy: -9.84 eV.



No. 2
# C6H14O

C6H14O in the gas phase (the ωB97M-V functional and the def2-TZVPD basis, OMol25).

The geometry in ORCA input format:
```
! RIJCOSX wB97M-V def2-TZVPD def2/J DEFGRID3
* xyz 0 1
C 2.27312 -1.37791 -0.15580
O 1.33127 -0.77463 -1.01338
C 0.80032 0.48277 -0.63603
C -0.59136 0.37151 0.01540
C -1.09129 1.77361 0.38288
C -1.54843 -0.27735 -0.99092
C -0.49974 -0.49577 1.27509
H 1.83387 -1.71231 0.79306
H 3.12768 -0.71960 0.07316
H 2.63648 -2.26232 -0.68780
H 0.70672 1.06413 -1.56460
H 1.49601 1.02897 0.02179
H -0.42425 2.25899 1.10695
H -2.08809 1.71519 0.83754
H -1.16466 2.42246 -0.49966
H -1.13199 -1.21933 -1.36085
H -1.71907 0.38079 -1.85223
H -2.52034 -0.48419 -0.52759
H 0.05761 -1.40976 1.06334
H -1.49019 -0.80048 1.62763
H 0.00635 0.03523 2.09202
*
```

The total energy is -312.2279 a.u. The calculation puts the largest force on an atom at 0.299 eV/Å. The LUMO energy is 0.918 eV. As for the HOMO energy: -9.61 eV. As for the structure (SMILES): COCC(C)(C)C.



Frontier orbital gap / eV: 9.892; 10.527